Record 1
Entry from OMol25: one molecule with the formula C4H12N2O2S2 (the ωB97M-V functional and the def2-TZVPD basis).

The geometry in ORCA input format:
```
! RIJCOSX wB97M-V def2-TZVPD def2/J DEFGRID3
* xyz 0 1
N -0.748 1.009 0.881
C -1.062 -0.481 0.660
C -1.960 -0.447 -0.575
S -3.616 0.341 -0.195
C 0.184 -1.318 0.501
C 1.137 -0.977 -0.585
S 2.541 0.174 -0.117
N 1.717 1.671 -0.197
O 3.553 0.103 -1.182
O 2.885 -0.115 1.346
H -0.696 1.405 -0.064
H -1.484 1.405 1.423
H -1.636 -0.855 1.569
H -1.401 0.284 -1.359
H -1.922 -1.596 -0.965
H -3.541 1.426 -1.395
H 0.751 -1.359 1.381
H -0.193 -2.324 0.251
H 0.521 -0.525 -1.433
H 1.652 -1.953 -0.694
H 2.311 2.595 0.095
H 1.007 1.535 0.655
*
```

ΔE to the lowest compared entry with this formula, charge and spin: 2.57 kcal per mole
Orbital gap: 0.3581 hartree
Structure (SMILES): N[C@@H](CS)CCS(N)(=O)=O
HOMO energy: -9.82 eV

Atom charges from the Mulliken analysis, given in e for atoms 1 to 8: -0.633, -0.206, -0.501, -0.227, -0.985, -0.582, 1.039, -0.633

---

Record 2
Entry from OMol25: one molecule with the formula C5H8N2 (the ωB97M-V functional and the def2-TZVPD basis).

The geometry in ORCA input format:
```
! RIJCOSX wB97M-V def2-TZVPD def2/J DEFGRID3
* xyz 0 1
C 1.275 -0.461 -0.798
C 0.645 0.280 0.390
C -0.207 1.444 -0.153
N -1.275 0.447 -0.371
C -0.732 -0.340 0.743
C -0.834 -1.804 0.676
N -0.831 -2.961 0.642
H 0.750 -0.174 -1.715
H 2.334 -0.229 -0.921
H 1.163 -1.545 -0.708
H 1.318 0.472 1.232
H 0.180 1.933 -1.052
H -0.458 2.203 0.603
H -2.239 0.748 -0.300
H -1.090 -0.012 1.732
*
```

ΔE to the lowest compared entry with this formula, charge and spin: 34.90 kcal per mole
Orbital gap: 0.3923 hartree
Structure (SMILES): C[C@H]1CN[C@H]1C#N
HOMO energy: -9.87 eV

Atom charges from the Mulliken analysis, given in e for atoms 1 to 8: -1.350, 0.171, -0.738, -0.500, 0.240, -0.067, -0.463, 0.348

---

Record 3
Entry from OMol25: one molecule with the formula C6H7N (the ωB97M-V functional and the def2-TZVPD basis).

The geometry in ORCA input format:
```
! RIJCOSX wB97M-V def2-TZVPD def2/J DEFGRID3
* xyz 0 1
C 1.265 -1.581 0.675
C 0.680 -0.556 -0.214
C 0.298 -0.231 -1.438
C -0.422 0.462 -0.336
C -0.284 1.877 0.276
C -2.106 -0.133 -0.146
N -3.234 -0.254 -0.081
H 1.490 -2.400 -0.135
H 0.540 -2.009 1.499
H 2.250 -1.341 1.251
H 0.383 -0.264 -2.438
H 0.393 1.742 1.055
H -1.314 2.139 0.517
H 0.061 2.549 -0.485
*
```

ΔE to the lowest compared entry with this formula, charge and spin: 103.11 kcal per mole
Orbital gap: 0.3945 hartree
Structure (SMILES): CC1=C[C@@]1(C)C#N
HOMO energy: -10.07 eV

Atom charges from the Mulliken analysis, given in e for atoms 1 to 8: -0.834, 0.140, -0.851, 0.823, -1.192, 0.028, -0.417, 0.263

---

Record 4
Entry from OMol25: C50H52N10O2S3Sc as an isolated structure (the ωB97M-V functional and the def2-TZVPD basis).

The geometry in ORCA input format:
```
! RIJCOSX wB97M-V def2-TZVPD def2/J DEFGRID3
* xyz 1 1
Sc -0.308 0.557 0.365
C 3.299 0.206 0.151
C 3.415 -1.303 0.223
C 2.227 -2.130 0.658
C 2.516 -3.391 1.176
C 1.496 -4.265 1.487
C 0.193 -3.857 1.255
C -0.015 -2.586 0.763
N 0.965 -1.709 0.481
N 2.206 0.724 -0.685
C 2.334 2.178 -0.769
C 2.105 2.810 0.575
C 2.760 3.974 0.939
C 2.484 4.545 2.171
C 1.584 3.912 3.009
C 0.989 2.738 2.580
N 1.228 2.195 1.379
C 2.278 0.145 -2.019
C 1.007 0.304 -2.790
C 1.037 0.375 -4.176
C -0.155 0.396 -4.875
C -1.338 0.356 -4.157
C -1.269 0.311 -2.778
N -0.126 0.286 -2.088
H 4.260 0.593 -0.223
H 3.178 0.622 1.149
H 4.244 -1.527 0.894
H 3.746 -1.703 -0.740
H 3.551 -3.670 1.324
H 1.713 -5.244 1.896
H -0.654 -4.499 1.453
H -1.021 -2.244 0.578
H 1.591 2.552 -1.476
H 3.324 2.467 -1.151
H 3.467 4.424 0.254
H 2.966 5.466 2.471
H 1.327 4.310 3.980
H 0.270 2.230 3.208
H 2.437 -0.929 -1.934
H 3.127 0.551 -2.587
H 1.991 0.406 -4.687
H -0.162 0.446 -5.956
H -2.301 0.368 -4.647
H -2.167 0.305 -2.194
C 4.737 -0.939 3.895
C 3.998 0.026 4.829
C 4.619 -0.083 6.222
C 4.192 1.464 4.330
C 2.508 -0.325 4.825
C 1.855 -0.809 5.967
C 0.515 -1.143 5.953
C -0.196 -0.975 4.775
S -1.858 -1.319 4.450
C -1.645 -0.757 2.833
N -0.448 -0.323 2.536
C 0.416 -0.469 3.625
C 1.775 -0.170 3.655
C -2.727 -0.776 1.856
C -3.988 -1.236 2.243
C -5.044 -1.191 1.358
C -4.824 -0.647 0.102
C -3.560 -0.198 -0.264
C -2.432 -0.273 0.571
H 5.803 -0.702 3.868
H 4.348 -0.867 2.879
H 4.621 -1.972 4.227
H 5.674 0.190 6.171
H 4.562 -1.100 6.613
H 4.136 0.589 6.933
H 5.254 1.720 4.326
H 3.671 2.174 4.976
H 3.813 1.600 3.314
H 2.403 -0.931 6.889
H 0.037 -1.525 6.846
H 2.245 0.196 2.757
H -4.155 -1.609 3.247
H -6.028 -1.530 1.654
H -5.652 -0.547 -0.591
H -3.513 0.261 -1.241
N -7.977 1.146 2.975
C -6.656 1.561 2.956
C -6.116 2.149 1.806
C -4.784 2.505 1.761
C -3.963 2.274 2.858
C -4.486 1.691 4.002
C -5.822 1.341 4.055
S -2.295 2.842 2.864
O -2.306 4.284 2.850
O -1.644 2.163 3.958
N -1.617 2.323 1.490
C -1.467 3.116 0.423
S -1.883 4.774 0.131
C -1.289 4.606 -1.493
C -0.798 3.372 -1.704
N -0.874 2.527 -0.614
H -8.592 1.600 2.321
H -8.391 1.027 3.885
H -6.750 2.324 0.944
H -4.389 2.974 0.867
H -3.842 1.524 4.856
H -6.225 0.887 4.952
H -1.335 5.426 -2.191
H -0.375 3.018 -2.634
C -4.416 -4.656 -2.694
C -3.047 -4.077 -2.583
C -1.850 -4.435 -3.162
C -0.905 -3.504 -2.676
N -1.479 -2.636 -1.860
N -2.775 -2.997 -1.820
C 0.557 -3.401 -2.962
H -4.380 -5.596 -3.239
H -5.090 -3.984 -3.227
H -4.844 -4.855 -1.710
H -1.684 -5.259 -3.836
H -3.405 -2.475 -1.228
H 1.020 -4.385 -3.037
H 1.041 -2.851 -2.152
H 0.746 -2.873 -3.900
*
```

ΔE to the lowest compared entry with this formula, charge and spin: 0.00 kcal per mole
Orbital gap: 0.2845 hartree
HOMO energy: -9.88 eV

Atom charges from the Mulliken analysis, given in e for atoms 1 to 8: -1.258, 0.012, -2.348, 0.996, -0.960, -1.227, -1.434, -0.162

---

Record 5
Entry from OMol25: a 4-piece molecular cluster, C13H25Br2N3O overall (the ωB97M-V functional and the def2-TZVPD basis).

The geometry in ORCA input format:
```
! RIJCOSX wB97M-V def2-TZVPD def2/J DEFGRID3
* xyz 0 1
C -0.735 0.313 0.968
N 0.090 0.455 2.151
C 1.129 -0.562 2.312
C -0.072 1.477 3.023
O 0.628 1.682 3.994
H -1.401 -0.557 1.146
H -0.167 -0.080 0.128
H -1.477 1.087 0.799
H 0.574 -1.500 2.315
H 1.943 -0.446 1.600
H 1.582 -0.438 3.294
H -0.852 2.158 2.641
Br -0.078 3.004 6.923
C 1.478 2.416 8.002
C 2.519 1.994 6.987
Br 4.035 1.155 7.902
H 1.127 1.569 8.580
H 1.789 3.241 8.630
H 2.870 2.802 6.347
H 2.077 1.320 6.251
C 2.258 -2.609 -1.636
C 1.181 -1.998 -2.567
C 1.696 -0.738 -3.255
C 2.971 -0.937 -3.997
N 3.956 -1.091 -4.565
H 2.204 -2.078 -0.680
H 3.291 -2.491 -1.958
H 2.068 -3.667 -1.464
H 0.271 -1.796 -2.015
H 1.016 -2.702 -3.387
H 1.664 0.135 -2.606
H 1.024 -0.523 -4.094
C -4.675 0.647 -4.287
C -3.602 -0.096 -5.104
C -2.580 -0.881 -4.292
C -1.850 -0.127 -3.271
N -1.274 0.436 -2.448
H -4.223 1.499 -3.780
H -5.057 0.028 -3.472
H -5.469 0.953 -4.960
H -3.011 0.693 -5.583
H -4.012 -0.709 -5.901
H -1.848 -1.350 -4.951
H -3.057 -1.686 -3.719
*
```

ΔE to the lowest compared entry with this formula, charge and spin: 16.54 kcal per mole
Orbital gap: 0.3515 hartree
Structure (SMILES): CN(C)C=O.BrCCBr.CCCC#N.CCCC#N
HOMO energy: -9.25 eV

Atom charges from the Mulliken analysis, given in e for atoms 1 to 8: -0.764, 0.110, -0.816, 0.196, -0.560, 0.353, 0.100, 0.309

---

Record 6
Entry from OMol25: a 4-piece molecular cluster, C8H26NO6 overall (the ωB97M-V functional and the def2-TZVPD basis).

The geometry in ORCA input format:
```
! RIJCOSX wB97M-V def2-TZVPD def2/J DEFGRID3
* xyz 1 1
O -22.774 20.490 -16.067
H -22.004 20.643 -16.620
H -22.567 20.544 -15.131
H -23.550 20.997 -16.314
C -20.211 20.307 -9.341
C -21.015 19.663 -10.539
C -22.382 19.108 -10.135
O -22.904 18.417 -11.193
C -22.334 17.148 -11.523
N -21.187 20.656 -11.607
H -19.901 19.535 -8.637
H -20.803 21.089 -8.866
H -19.269 20.767 -9.638
H -20.479 18.850 -11.028
H -23.081 19.930 -9.980
H -22.441 18.614 -9.165
H -22.268 16.509 -10.643
H -21.319 17.187 -11.917
H -22.996 16.743 -12.289
H -20.240 20.865 -11.890
H -21.385 21.534 -11.150
C -19.380 19.265 -20.693
C -18.790 18.850 -19.388
O -19.020 19.836 -18.405
O -20.882 19.397 -20.644
H -19.116 18.628 -21.538
H -19.003 20.192 -21.126
H -17.714 18.737 -19.523
H -19.105 17.874 -19.019
H -18.237 19.997 -17.872
H -21.320 18.543 -20.626
C -25.817 24.611 -19.146
C -26.542 23.356 -19.517
O -27.108 22.575 -18.480
O -24.711 24.339 -18.251
H -26.584 25.267 -18.736
H -25.520 25.136 -20.055
H -25.743 22.825 -20.034
H -27.333 23.535 -20.245
H -28.013 22.798 -18.251
H -24.131 25.104 -18.230
*
```

ΔE to the lowest compared entry with this formula, charge and spin: 76.04 kcal per mole
Orbital gap: 0.2789 hartree
HOMO energy: -11.91 eV

Atom charges from the Mulliken analysis, given in e for atoms 1 to 8: -0.368, 0.439, 0.442, 0.457, -1.465, 0.499, -0.737, -0.332

---

Record 7
Entry from OMol25: C51H59N3O3PReSSi as an isolated structure (the ωB97M-V functional and the def2-TZVPD basis).

The geometry in ORCA input format:
```
! RIJCOSX wB97M-V def2-TZVPD def2/J DEFGRID3
* xyz 1 2
Re 0.159 -0.404 0.754
C -2.773 -3.747 1.291
C -1.622 -2.957 1.386
N -1.568 -1.706 0.972
C -2.670 -1.177 0.361
C -3.843 -1.932 0.151
C -3.881 -3.241 0.673
C -4.897 -1.378 -0.607
C -4.758 -0.130 -1.146
C -3.608 0.640 -0.911
C -2.576 0.155 -0.132
N -1.372 0.786 0.136
C -1.089 2.128 -0.066
C -1.983 3.178 -0.127
C -1.537 4.485 -0.370
C -0.211 4.757 -0.573
C 0.738 3.717 -0.484
C 2.121 3.910 -0.680
C 2.968 2.842 -0.561
C 2.452 1.595 -0.189
N 1.169 1.381 0.036
C 0.299 2.415 -0.172
H -2.762 -4.749 1.695
H -0.712 -3.384 1.781
H -4.779 -3.832 0.540
H -5.783 -1.974 -0.783
H -5.542 0.276 -1.771
H -3.519 1.610 -1.376
H -3.037 3.002 0.030
H -2.264 5.285 -0.414
H 0.128 5.763 -0.781
H 2.489 4.897 -0.929
H 4.030 2.947 -0.726
H 3.118 0.752 -0.066
C 0.349 -2.450 4.149
C -0.295 -1.472 5.085
C -0.642 -1.891 6.366
C -1.108 -0.999 7.314
C -1.234 0.342 6.987
C -0.926 0.772 5.708
C -0.471 -0.125 4.737
P 0.117 0.537 3.117
C -0.705 2.171 3.121
C -2.098 2.014 3.192
C -2.943 3.100 3.289
C -2.399 4.377 3.309
C -1.034 4.542 3.175
C -0.159 3.459 3.065
C 1.308 3.751 2.896
C 1.888 0.624 3.497
C 2.400 1.310 4.596
C 3.768 1.405 4.771
C 4.620 0.817 3.842
C 4.105 0.077 2.791
C 2.726 -0.064 2.618
C 2.152 -0.971 1.574
H 1.422 -2.503 4.353
H 0.230 -2.129 3.119
H -0.063 -3.452 4.272
H -0.510 -2.935 6.624
H -1.351 -1.343 8.310
H -1.570 1.053 7.730
H -1.046 1.820 5.471
H -2.511 1.009 3.189
H -4.012 2.953 3.366
H -3.044 5.240 3.413
H -0.617 5.543 3.156
H 1.437 4.721 2.416
H 1.801 2.988 2.298
H 1.820 3.791 3.857
H 1.725 1.771 5.307
H 4.173 1.941 5.620
H 5.692 0.918 3.949
H 4.775 -0.428 2.104
H 2.018 -1.967 2.013
H 2.881 -1.116 0.774
C -1.760 0.935 -4.225
C -0.293 1.130 -3.850
C -0.073 2.502 -3.227
C 0.592 0.956 -5.083
O 0.079 0.179 -2.825
Si 0.394 -1.411 -2.936
S 0.742 -2.017 -0.905
O 1.689 -1.808 -3.817
C 3.114 -1.936 -3.668
C 3.676 -0.790 -2.828
C 3.443 -3.287 -3.035
C 3.677 -1.879 -5.084
O -0.898 -2.134 -3.569
C -1.318 -3.476 -3.838
C -0.120 -4.405 -3.995
C -2.121 -3.424 -5.134
C -2.197 -3.924 -2.677
H -2.035 1.604 -5.042
H -2.406 1.137 -3.369
H -1.923 -0.093 -4.542
H -0.317 3.288 -3.943
H 0.971 2.612 -2.925
H -0.703 2.624 -2.344
H 0.319 1.686 -5.845
H 0.467 -0.046 -5.499
H 1.643 1.093 -4.823
H 3.324 -0.874 -1.800
H 3.344 0.169 -3.235
H 4.766 -0.823 -2.840
H 2.905 -3.406 -2.096
H 4.513 -3.352 -2.833
H 3.167 -4.100 -3.708
H 3.628 -0.864 -5.481
H 3.090 -2.533 -5.729
H 4.714 -2.217 -5.096
H 0.500 -4.080 -4.831
H -0.461 -5.424 -4.181
H 0.488 -4.398 -3.088
H -1.495 -3.045 -5.942
H -2.981 -2.763 -5.022
H -2.472 -4.422 -5.400
H -1.617 -3.921 -1.752
H -2.575 -4.932 -2.856
H -3.039 -3.239 -2.564
*
```

Orbital gap (alpha / beta): 0.2211 / 0.2207 hartree
HOMO energy (alpha / beta): -10.00 / -9.62 eV

Atom charges from the Mulliken analysis, given in e for atoms 1 to 8: 0.950, -1.437, -0.027, 0.415, -0.127, 1.126, -0.776, -0.897

---

Record 8
Entry from OMol25: C16H27N5O5PdS3 as an isolated structure (the ωB97M-V functional and the def2-TZVPD basis).

The geometry in ORCA input format:
```
! RIJCOSX wB97M-V def2-TZVPD def2/J DEFGRID3
* xyz 0 1
Pd 2.184 0.315 -0.447
O 2.934 -0.895 1.703
S 3.832 -1.524 0.708
O 4.934 -2.251 1.286
O 4.345 -0.322 -0.131
O 3.026 -2.297 -0.256
C 0.827 -3.185 -1.881
S 0.472 -2.807 -0.160
O 0.367 -1.302 -0.070
C -1.252 -3.329 -0.211
C -1.573 -4.612 0.200
C -2.896 -5.033 0.148
C -3.884 -4.166 -0.294
C -3.554 -2.874 -0.688
C -2.234 -2.452 -0.646
H 0.103 -2.673 -2.514
H 0.750 -4.265 -2.007
H 1.849 -2.859 -2.053
H -0.798 -5.275 0.568
H -3.154 -6.035 0.466
H -4.916 -4.492 -0.324
H -4.328 -2.198 -1.029
H -1.948 -1.447 -0.934
C -2.538 2.405 1.217
C -1.684 1.212 1.588
N -0.448 1.249 0.818
C -0.470 1.544 -0.523
N 0.530 1.142 -1.260
C 0.592 1.481 -2.676
C -0.148 2.773 -2.958
C -1.553 2.651 -2.410
N -1.510 2.281 -1.003
C -2.772 2.372 -0.279
H -2.033 3.332 1.495
H -3.494 2.366 1.739
H -2.233 0.282 1.394
H -1.424 1.219 2.646
H 0.155 0.453 0.992
H 0.168 0.658 -3.263
H 1.640 1.556 -2.965
H -0.175 2.977 -4.028
H 0.367 3.602 -2.466
H -2.123 1.908 -2.982
H -2.090 3.599 -2.484
H -3.422 1.525 -0.536
H -3.276 3.277 -0.620
C 2.238 1.749 3.655
N 2.278 2.315 2.315
C 3.308 2.141 1.504
N 4.464 1.692 1.948
S 3.064 2.433 -0.217
H 1.227 1.846 4.041
H 2.914 2.284 4.324
H 2.499 0.688 3.610
H 1.417 2.561 1.855
H 4.488 1.267 2.866
H 4.960 1.137 1.229
*
```

ΔE to the lowest compared entry with this formula, charge and spin: 35.79 kcal per mole
Orbital gap: 0.2686 hartree
HOMO energy: -7.85 eV

Atom charges from the Mulliken analysis, given in e for atoms 1 to 8: 0.122, -0.495, 1.007, -0.704, -0.732, -0.522, -1.045, 0.175

---

Calculated E_tot (eV), listed in the same order as above: -33085.273, -8293.483, -7821.176, -124897.530, -160488.279, -22481.920, -94592.265, -70704.098